63
Properties=species:S:1:pos:R:3 method="wB97M-V/def2-TZVPD" lumo_ev=-5.2 homo_lumo_gap_ev=5.6 homo_ev=-10.9 largest_force_ev_per_a=9.87 total_charge=+1
C 7.43844 -0.38130 -0.09549
C 6.97440 0.72019 -1.26530
C 5.34814 0.43201 -1.48783
C 4.38602 1.23275 -0.42877
N 3.12815 1.79784 -1.04688
C 1.86427 1.27459 -0.33489
N 1.49576 1.98946 0.93720
C 0.27965 1.30474 1.49313
C -0.31914 1.93116 2.92427
C 0.36208 3.24224 3.68788
O 1.68141 3.48647 3.62300
N -0.52082 4.17147 4.52473
C -1.38774 5.04250 3.62838
O -1.10757 5.29214 2.33349
F -2.58410 5.67227 4.24900
C -1.63308 1.27052 3.71447
C -2.42754 -0.05221 3.08412
B -3.71730 -0.75035 3.89304
O -3.37200 -1.97448 4.69427
O -5.09140 -0.21203 3.79434
C -1.83817 -0.63205 1.66304
C -2.58711 -1.96059 1.00952
C -4.07685 -1.65538 0.39746
C -4.17027 -1.82320 -1.23445
C -3.57147 -3.08868 -2.10918
C -3.73099 -3.19928 -3.74895
C -4.50667 -2.00267 -4.57903
C -5.09046 -0.71387 -3.69119
C -4.94111 -0.61460 -2.05912
C -0.52730 0.03319 0.88036
N -0.12539 -0.59672 -0.41971
C 1.09328 0.02759 -1.04322
P 1.65894 -0.78750 -2.72064
N 2.99420 -1.62885 -2.36211
O 1.85509 0.38211 -4.00712
O 0.46235 -1.95357 -3.29584
H 7.30510 -1.47785 -0.54563
H 6.58808 -0.29596 0.73788
H 8.51255 -0.17944 0.32342
H 7.49437 0.39641 -2.27468
H 7.20641 1.82802 -0.96589
H 5.21431 -0.72830 -1.24171
H 4.99366 0.70968 -2.56946
H 4.12910 0.56867 0.52316
H 5.03907 2.13524 -0.00228
H 3.06888 1.64786 -2.07647
H -1.14602 3.63137 5.16832
H -2.06339 1.68873 4.73027
H -4.26006 -2.33163 5.04403
H -5.10464 0.47852 3.05794
H -1.91047 -2.48318 0.18534
H -2.73910 -2.79586 1.84883
H -4.83157 -2.44363 0.87164
H -4.41677 -0.57187 0.69624
H -3.02151 -3.93752 -1.51345
H -3.31110 -4.11402 -4.35772
H -4.68238 -2.01967 -5.74786
H -5.64050 0.17457 -4.26330
H -5.37208 0.32385 -1.49190
H 2.84065 -2.66133 -2.54330
H 0.97707 0.75342 -4.31807
H -0.22491 -1.39345 -3.76536
K 1.65950 -2.17859 -0.11192